Entry 1:
{"formula": "CH3NO2S", "method": "ωB97M-V/def2-TZVPD", "energy_ha": -643.24828, "de_lowest_kj_mol": 173.0, "total_charge": 0, "symbols": ["C", "N", "O", "O", "S", "H", "H", "H"], "positions_angstrom": [[1.311733, -0.013870, -0.345077], [-1.237218, 0.641759, -0.057349], [1.566030, 0.904110, 0.370237], [0.043752, -1.640153, 0.583133], [-0.364508, -0.718618, -0.527160], [2.075654, -0.909021, -0.640582], [-2.175986, 0.567073, -0.305113], [-1.219454, 1.168720, 0.921914]], "forces_ev_per_a": [[2.022, -1.361, 0.297], [1.402, 1.305, 2.740], [-0.153, -0.224, -0.853], [-0.890, -0.167, -0.438], [-0.071, 0.635, 1.244], [-1.333, 2.064, 0.395], [-1.776, -0.357, -0.709], [0.799, -1.895, -2.675]], "lowdin_charge": [-0.4307, -0.2290, 0.0211, -0.5227, 0.8792, 0.1435, -0.0049, 0.1433]}

***

Entry 2:
{"formula": "BH20O8", "method": "ωB97M-V/def2-TZVPD", "energy_ha": -638.77315, "de_lowest_kj_mol": 62.9, "total_charge": -1, "symbols": ["B", "H", "H", "H", "H", "O", "H", "H", "O", "H", "H", "O", "H", "H", "O", "H", "H", "O", "H", "H", "O", "H", "H", "O", "H", "H", "O", "H", "H"], "positions_angstrom": [[-0.168329, -0.245191, -0.433749], [-0.165944, 0.234200, 0.613129], [-0.647685, -1.285429, -0.352150], [-0.767186, 0.397299, -1.177653], [0.900377, -0.418132, -0.795668], [0.818974, 2.509487, -0.458301], [0.542594, 1.559821, -0.434746], [1.571907, 2.523472, -1.055660], [2.738097, -1.663906, -1.611411], [3.441539, -1.559494, -0.963853], [1.991203, -1.130625, -1.254678], [-2.881631, -0.627384, 1.412589], [-3.692028, -0.961135, 1.015828], [-2.330695, -0.392402, 0.652501], [-2.795335, -1.546898, -1.588749], [-2.833087, -0.804207, -2.197713], [-1.955565, -1.411613, -1.096397], [0.073046, -1.577376, -3.092250], [0.087417, -1.107909, -2.231923], [0.942638, -1.412346, -3.469779], [0.235086, 3.985927, 1.933534], [0.392815, 3.207160, 1.367504], [-0.347268, 3.671126, 2.629854], [1.421060, 1.483189, 2.866353], [1.049246, 0.859741, 2.229082], [2.310428, 1.657188, 2.545654], [0.338725, -2.039934, 1.885020], [0.199449, -1.345734, 1.204658], [-0.469848, -2.558894, 1.858976]], "forces_ev_per_a": [[-0.570, 0.015, 0.061], [0.033, 0.793, 1.397], [-0.496, -1.446, 0.164], [-0.692, 0.933, -0.940], [1.461, 0.204, -0.359], [0.020, -0.619, 0.023], [0.120, 0.947, -0.104], [0.002, 0.043, 0.034], [-0.011, 0.290, 0.008], [-0.062, -0.019, 0.015], [0.609, -0.588, -0.155], [-0.087, 0.051, 0.067], [0.083, -0.026, -0.135], [-0.038, -0.005, 0.206], [-0.101, -0.009, 0.364], [0.163, -0.030, -0.037], [-0.514, -0.134, -0.606], [-0.046, 0.257, 0.053], [-0.065, -0.383, -0.727], [0.047, -0.078, 0.129], [-0.182, 0.059, -0.196], [0.055, 0.462, 0.131], [0.146, -0.126, 0.019], [0.043, -0.243, 0.059], [-0.011, -0.069, 0.071], [-0.066, 0.073, -0.061], [0.256, 0.204, -0.033], [-0.024, -0.684, 0.594], [-0.069, 0.129, -0.040]], "lowdin_charge": [-0.3893, 0.0044, 0.0042, 0.0309, -0.0145, -0.0787, -0.0370, 0.0450, -0.0902, 0.0275, -0.0277, -0.0655, 0.0280, -0.0177, -0.0934, 0.0354, -0.0407, -0.0826, -0.0479, 0.0240, -0.0967, -0.0170, 0.0206, -0.0549, 0.0114, 0.0390, -0.0929, -0.0520, 0.0284]}

***

Entry 3:
{"formula": "C13H27N3O5S", "method": "ωB97M-V/def2-TZVPD", "energy_ha": -1450.03094, "de_lowest_kj_mol": 39.9, "total_charge": 0, "smiles": "CC(C)C[C@@H](C(=O)N(C)C)[C@H](CN(C)S(C)(=O)=O)C(=O)NO", "symbols": ["O", "O", "O", "O", "O", "C", "C", "N", "N", "N", "C", "C", "C", "C", "C", "C", "C", "C", "C", "C", "C", "S", "H", "H", "H", "H", "H", "H", "H", "H", "H", "H", "H", "H", "H", "H", "H", "H", "H", "H", "H", "H", "H", "H", "H", "H", "H", "H", "H"], "positions_angstrom": [[0.265954, -0.163368, 3.530591], [1.153708, 2.790387, 0.499491], [-1.007740, -2.053863, -1.787213], [0.890244, -3.598336, -2.062925], [1.972370, 1.828936, 4.334010], [0.765314, 0.395167, 2.554244], [0.861772, 1.889264, -0.256357], [1.757177, 1.350349, 2.966611], [1.663303, 1.697936, -1.420253], [0.527229, -2.619201, 0.226094], [2.344107, 2.915392, -1.893965], [1.675839, 0.482429, -2.212798], [1.904784, -3.049089, 0.391656], [-2.484931, 2.866886, -0.912335], [-3.206650, 0.443701, -0.561741], [-2.591751, 1.745528, 0.102917], [-0.027595, -1.559366, 1.191783], [-1.339213, 1.455097, 0.926417], [-1.167712, -4.672708, -0.812354], [0.644928, -0.221297, 1.092748], [-0.118223, 0.837470, 0.242840], [-0.236731, -3.184764, -1.240568], [1.359657, 1.320593, 4.924846], [2.253748, 1.886438, 2.244172], [3.038697, 3.262825, -1.158185], [2.963088, 2.671609, -2.778873], [1.619600, 3.781494, -1.907900], [0.906747, 0.404470, -3.100013], [1.509206, -0.353371, -1.485348], [2.749551, 0.228357, -2.592172], [2.385896, -2.610133, 1.303809], [1.902979, -4.071351, 0.611598], [2.493112, -2.789122, -0.551580], [-3.342493, 3.462554, -1.055803], [-2.142701, 2.381570, -1.793250], [-1.708036, 3.589869, -0.649827], [-4.201427, 0.401994, -0.135046], [-3.401900, 0.429625, -1.672412], [-2.678760, -0.485771, -0.328912], [-3.250746, 2.163697, 0.910239], [-1.070129, -1.428769, 1.081937], [0.269161, -2.003099, 2.228737], [-1.137872, 2.187023, 1.608880], [-1.750279, 0.679611, 1.613247], [-0.901160, -5.429978, -1.536626], [-0.893806, -4.987787, 0.232387], [-2.250978, -4.527250, -1.059999], [1.672598, -0.157926, 0.781860], [-0.639938, 0.416277, -0.634660]], "forces_ev_per_a": [[-1.106, 0.000, -0.819], [-0.217, 1.267, -0.028], [0.025, -2.200, 1.396], [-1.073, -0.423, 0.656], [-0.956, -1.040, -1.696], [2.322, -0.028, 3.865], [2.037, -1.270, -0.671], [-0.647, -0.686, -1.830], [-1.369, 0.680, 0.705], [-2.088, 0.705, -0.773], [-0.429, 0.034, 0.340], [0.324, -1.538, -0.630], [0.932, 1.842, -0.581], [2.003, -0.161, 0.594], [-0.580, 0.714, 0.031], [-0.665, 0.445, 0.252], [2.882, -2.774, 0.823], [-1.041, -3.186, -0.217], [-0.921, 0.230, 0.105], [-0.121, 3.287, 1.073], [-1.199, 0.113, -1.880], [2.344, 3.255, 0.010], [0.345, 0.073, -1.194], [-0.437, 0.231, 1.117], [0.640, -0.038, 0.691], [-0.952, 0.415, 0.126], [0.652, -0.953, -0.893], [1.458, 0.274, 1.697], [-0.315, 0.473, -0.934], [-1.853, 0.870, 0.409], [-0.634, 0.185, -0.883], [0.393, -1.851, -0.143], [-0.451, -0.567, 1.526], [-1.350, 0.193, -0.377], [0.077, 0.092, -1.356], [0.118, -0.041, 0.241], [-0.319, -0.534, 0.092], [0.681, 0.495, 1.023], [0.008, 0.233, 0.084], [-0.005, -0.827, -0.705], [-1.136, -0.263, -0.038], [-1.126, 0.879, -1.709], [0.925, 2.510, 1.376], [0.479, -0.025, -0.249], [0.669, -0.122, -0.056], [-0.613, 0.442, -1.129], [0.820, 0.268, 0.985], [0.552, -0.924, -0.482], [0.915, -0.752, 0.053]], "lowdin_charge": [0.0164, 0.0607, -0.3311, -0.3352, -0.0201, -0.3534, -0.3980, 0.0288, -0.1533, -0.2836, -0.0511, -0.0730, -0.1186, -0.0700, -0.0513, -0.3825, -0.1055, -0.1456, -0.1260, -0.1612, -0.1884, 0.6656, 0.1049, 0.1274, 0.0619, 0.0933, 0.1063, 0.1235, 0.0637, 0.1153, 0.1077, 0.0544, 0.1025, 0.0627, 0.0627, 0.0819, 0.0625, 0.0945, 0.0439, 0.1399, 0.0993, 0.1546, 0.0938, 0.1325, 0.0518, 0.0866, 0.0801, 0.1366, 0.1323]}

***

Entry 4:
{"formula": "CH8O3", "method": "ωB97M-V/def2-TZVPD", "energy_ha": -268.59088, "de_lowest_kj_mol": 27.9, "total_charge": 0, "smiles": "CO.O.O", "symbols": ["C", "O", "H", "H", "H", "H", "H", "H", "O", "H", "H", "O"], "positions_angstrom": [[-0.629287, 1.304876, 1.771416], [-1.112791, 0.015293, 1.409524], [0.152912, 1.660263, 1.100788], [-1.444098, 2.022539, 1.884943], [-0.165503, 1.203530, 2.754046], [-1.025100, -0.099921, 0.459226], [2.312831, 0.880404, -1.790631], [1.013994, 1.134925, -1.034618], [1.773110, 0.542877, -1.063055], [-0.488898, -2.531882, -1.080007], [0.538658, -1.508312, -1.510924], [-0.316886, -1.878886, -1.767104]], "forces_ev_per_a": [[0.090, -0.432, 0.529], [0.093, 0.141, -0.121], [-0.120, 0.155, -0.123], [0.022, 0.090, -0.315], [0.011, 0.006, -0.005], [-0.100, -0.037, -0.015], [-0.093, -0.113, 0.159], [0.022, -0.009, -0.030], [0.019, 0.029, -0.181], [-0.096, -0.041, -0.085], [-0.003, 0.145, -0.127], [0.154, 0.066, 0.314]], "lowdin_charge": [-0.1555, -0.1196, 0.0619, 0.0753, 0.0781, 0.0521, 0.0499, 0.0303, -0.0518, 0.0368, 0.0080, -0.0653]}

***

Number 1: frontier orbital gap 9.78 eV, lowest unoccupied orbital energy 0.4 eV. Number 2: frontier orbital gap 10.50 eV, lowest unoccupied orbital energy 3.0 eV. Number 3: frontier orbital gap 9.30 eV, lowest unoccupied orbital energy 0.4 eV. Number 4: frontier orbital gap 10.93 eV, lowest unoccupied orbital energy 0.5 eV.